DFT (wB97M-V/def2-TZVPD) results for a cluster of 2 separate species, C3H6NO2 in total at a distorted geometry.

E: -323.1509 Eh
LUMO: 4.169 eV
Total charge: -1
HOMO energy: -3.90 eV
Orbital gap: 8.07 eV

Bonds (Å) are listed after each position.
Positions of all 12 atoms, in Å:
1 C 1.3358 0.9657 -2.4186  C2 1.376, H4 1.092, H5 1.111
2 C 1.5014 1.2796 -1.0895  C1 1.376, N3 1.355, H6 1.081
3 N 0.6039 0.9359 -0.1335  C2 1.355, H7 1.036, H8 1.057
4 H 0.4568 0.3882 -2.7127  C1 1.092
5 H 1.8646 1.3345 -3.3236  C1 1.111
6 H 2.4376 1.6839 -0.7308  C2 1.081
7 H 0.6303 1.0165 0.8991  N3 1.036
8 H -0.3458 0.7188 -0.5439  N3 1.057
9 O -1.4506 -1.1757 0.0429  C10 1.331
10 C -1.4323 -1.1357 1.3734  O9 1.331, O11 1.299, H12 1.108
11 O -0.4839 -0.9117 2.2324  C10 1.299
12 H -2.2238 -1.6515 1.9518  C10 1.108

Atomic partial charges in e from the Löwdin method, atoms 1 to 2: C -0.086; C -0.340


DFT (wB97M-V/def2-TZVPD) results for the ion C3H6NO2 with charge -1 at a distorted geometry.

E: -323.2021 Eh
LUMO: 4.171 eV
Total charge: -1
HOMO energy: -3.97 eV
Orbital gap: 8.14 eV

Bonds (Å) are listed after each position.
Positions of all 12 atoms, in Å:
1 C 0.1392 0.2728 0.7973  C2 1.538, N6 1.481, H7 1.100, H8 1.087
2 C 0.0649 -0.2753 -0.6383  C1 1.538, C3 1.550, H9 1.090, H10 1.088
3 C -0.8190 -1.5398 -0.7854  C2 1.550, O4 1.255, O5 1.245
4 O -1.0596 -2.1619 0.2780  C3 1.255
5 O -1.2134 -1.7924 -1.9393  C3 1.245
6 N 0.9853 1.4855 0.8852  C1 1.481, H11 1.015, H12 1.019
7 H -0.8940 0.5127 1.0886  C1 1.100
8 H 0.4046 -0.5214 1.4911  C1 1.087
9 H -0.3890 0.5058 -1.2473  C2 1.090
10 H 1.0787 -0.4475 -0.9932  C2 1.088
11 H 1.3094 1.6814 -0.0566  N6 1.015
12 H 0.3928 2.2801 1.1198  N6 1.019

Atomic partial charges in e from the Löwdin method, atoms 1 to 2: C -0.309; C -0.154


DFT (wB97M-V/def2-TZVPD) results for a cluster of 2 separate species, C3H6NO2 in total.

E: -323.1688 Eh
LUMO: 4.355 eV
Total charge: -1
HOMO energy: -4.13 eV
Orbital gap: 8.49 eV

Bonds (Å) are listed after each position.
Positions of all 12 atoms, in Å:
1 C -1.4340 0.5545 0.8344  N3 1.470, H4 1.097, H5 1.094, H6 1.092
2 C 0.6975 1.3917 0.7271  N3 1.262, H7 1.094, H8 1.100
3 N -0.4101 1.4887 1.3244  C1 1.470, C2 1.262
4 H -2.2727 0.5369 1.5418  C1 1.097
5 H -1.8398 1.0286 -0.0648  C1 1.094
6 H -1.0722 -0.4643 0.6831  C1 1.092
7 H 1.4753 2.1332 0.9339  C2 1.094
8 H 0.9960 0.5351 0.1055  C2 1.100
9 O 0.0038 -1.1841 -2.0453  C10 1.247
10 C 0.9592 -1.7884 -1.5199  O9 1.247, O11 1.254, H12 1.119
11 O 1.6497 -1.4731 -0.5223  C10 1.254
12 H 1.2474 -2.7587 -1.9979  C10 1.119

Atomic partial charges in e from the Löwdin method, atoms 1 to 2: C -0.161; C -0.093


DFT (wB97M-V/def2-TZVPD) results for a cluster of 2 separate species, C3H6NO2 in total at a distorted geometry.

E: -323.1914 Eh
LUMO: 4.333 eV
Total charge: -1
HOMO energy: -4.01 eV
Orbital gap: 8.34 eV

Bonds (Å) are listed after each position.
Positions of all 12 atoms, in Å:
1 C -1.0623 1.5590 -0.6860  C2 1.346, H3 1.100, H4 1.095
2 C -0.4093 2.7332 -0.6103  C1 1.346, H5 1.098, H6 1.087
3 H -0.6306 0.6325 -0.2787  C1 1.100
4 H -2.0623 1.5154 -1.1311  C1 1.095
5 H 0.5941 2.8000 -0.1700  C2 1.098
6 H -0.8774 3.6410 -0.9832  C2 1.087
7 N 0.9637 -2.7821 0.9933  C8 1.426, H11 0.972, H12 1.009
8 C 0.4324 -1.5631 0.4777  N7 1.426, O9 1.263, O10 1.257
9 O 1.1026 -0.5229 0.7316  C8 1.263
10 O -0.6422 -1.6398 -0.1702  C8 1.257
11 H 0.6524 -3.6020 0.5744  N7 0.972
12 H 1.9388 -2.7710 1.2526  N7 1.009

Atomic partial charges in e from the Löwdin method, atoms 1 to 2: C -0.069; C -0.110


DFT (wB97M-V/def2-TZVPD) results for a cluster of 2 separate species, C3H6NO2 in total at a distorted geometry.

E: -322.9909 Eh
LUMO (alpha / beta): 0.897 / -3.872 eV
Total charge: 0
Spin multiplicity: 2
HOMO energy (alpha / beta): -9.64 / -9.41 eV
Orbital gap (alpha / beta): 10.53 / 5.53 eV

Bonds (Å) are listed after each position.
Positions of all 12 atoms, in Å:
1 C 1.7947 0.2726 0.8375  N3 1.537, H4 1.087, H5 1.064, H6 1.122
2 C 0.6827 -0.2035 -1.1622  N3 1.238, H7 1.053, H8 1.160
3 N 1.7960 -0.2146 -0.6206  C1 1.537, C2 1.238
4 H 2.7767 0.4554 1.2655  C1 1.087
5 H 1.5953 1.3175 0.8079  C1 1.064
6 H 1.0243 -0.3528 1.3610  C1 1.122
7 H 0.5578 -0.6101 -2.1254  C2 1.053
8 H -0.1545 0.2326 -0.4880  C2 1.160
9 O -1.7006 -0.6341 0.8494  C10 1.220
10 C -2.4830 -0.2714 -0.0131  O9 1.220, O11 1.312, H12 1.131
11 O -2.3598 0.5963 -0.9890  C10 1.312
12 H -3.5295 -0.5879 0.2771  C10 1.131

Atomic partial charges in e from the Löwdin method, atoms 1 to 2: C -0.096; C -0.089


DFT (wB97M-V/def2-TZVPD) results for the ion C3H6NO2 with charge +1 at a distorted geometry.

E: -322.6768 Eh
LUMO (alpha / beta): -7.276 / -7.277 eV
Total charge: +1
HOMO energy (alpha / beta): -16.30 / -16.30 eV
Orbital gap (alpha / beta): 9.03 / 9.02 eV

Bonds (Å) are listed after each position.
Positions of all 12 atoms, in Å:
1 C 2.5552 0.1541 0.2638  C2 1.334, H7 1.104, H8 1.111
2 C 1.3163 0.4624 -0.1246  C1 1.334, N4 1.349, H9 1.041
3 C -2.2406 0.0900 0.1725  O6 1.404, H10 1.132, H11 1.062, H12 1.119
4 N 0.2535 -0.3681 -0.1030  C2 1.349, O5 1.163, O6 1.465
5 O 0.1592 -1.5266 -0.1320  N4 1.163
6 O -0.9204 0.5078 -0.0590  C3 1.404, N4 1.465
7 H 3.3481 0.9228 0.2609  C1 1.104
8 H 2.6425 -0.8930 0.6261  C1 1.111
9 H 1.0635 1.4143 -0.4604  C2 1.041
10 H -2.3481 -0.7053 -0.6257  C3 1.132
11 H -2.9635 0.8632 0.2634  C3 1.062
12 H -2.2574 -0.3603 1.1965  C3 1.119

Atomic partial charges in e from the Löwdin method, atoms 1 to 2: C 0.226; C -0.074


DFT (wB97M-V/def2-TZVPD) results for a cluster of 2 separate species, C3H6NO2 in total at a distorted geometry.

E: -322.7094 Eh
LUMO: -5.262 eV
Total charge: +1
HOMO energy: -13.72 eV
Orbital gap: 8.46 eV

Bonds (Å) are listed after each position.
Positions of all 12 atoms, in Å:
1 C 0.1263 -1.5952 0.2424  O6 1.344, H7 1.032, H11 1.132
2 C 0.3245 2.0103 -1.3670  C3 1.317, O5 1.343, H8 1.000
3 C -0.0433 1.2620 -0.3482  C2 1.317, N4 1.223
4 N 0.1214 0.4241 0.5280  C3 1.223, H10 1.102
5 O 1.4523 1.7023 -2.0286  C2 1.343, H9 0.909
6 O -1.1049 -2.1265 0.3316  C1 1.344, H12 1.037
7 H 0.8512 -1.8528 0.9306  C1 1.032
8 H -0.2182 2.7512 -1.7616  C2 1.000
9 H 1.8113 0.9131 -1.7557  O5 0.909
10 H 0.3494 0.4996 1.6040  N4 1.102
11 H 0.7229 -1.2708 -0.6629  C1 1.132
12 H -1.2440 -2.7867 -0.4564  O6 1.037

Atomic partial charges in e from the Löwdin method, atoms 1 to 2: C -0.004; C -0.083


DFT (wB97M-V/def2-TZVPD) results for a cluster of 2 separate species, C3H6NO2 in total at a distorted geometry.

E: -322.8065 Eh
LUMO: -4.387 eV
Total charge: +1
HOMO energy: -17.37 eV
Orbital gap: 12.99 eV

Bonds (Å) are listed after each position.
Positions of all 12 atoms, in Å:
1 C 0.7348 0.5293 -2.3702  N4 1.168, H7 1.038
2 C -1.5756 -0.6155 0.5573  O6 1.409, H8 1.062, H9 1.061, H10 1.084
3 C 0.6557 0.1445 0.9047  O5 1.291, O6 1.267, H11 1.116
4 N 1.1264 0.2010 -1.3204  C1 1.168
5 O 1.3491 1.1780 1.2463  C3 1.291, H12 1.013
6 O -0.5971 0.3343 0.9136  C2 1.409, C3 1.267
7 H 0.0384 0.7746 -3.1004  C1 1.038
8 H -1.8752 -0.3047 -0.4127  C2 1.062
9 H -2.3576 -0.8031 1.2495  C2 1.061
10 H -0.9773 -1.5191 0.5595  C2 1.084
11 H 1.1642 -0.8157 0.6497  C3 1.116
12 H 2.3141 0.8964 1.1232  O5 1.013

Atomic partial charges in e from the Löwdin method, atoms 1 to 2: C 0.102; C 0.037